Here is a molecular structure, C22H32BCl3N12OSiTi from the OMol25 dataset. Energies are from ωB97M-V/def2-TZVPD.

As for the largest force on an atom: 0.803 eV/Å. As for the expectation value of S²: 0.753. As for the spin multiplicity: 2. For the LUMO energy (spin up / spin down), the calculation gives -2.977 / -2.751 eV. The total energy comes out at -112504.0711 eV. The charge is +1.

Last column: Löwdin charge in e.
Element x y z (Å)
Ti1 -0.44440 0.01045 0.36100  0.85
C1 3.67861 -1.27232 1.09722  -0.01
C2 2.73296 -0.36976 0.62806  -0.16
N1 1.49942 -0.83904 0.82044  -0.06
N2 1.63018 -2.07290 1.37713  0.05
C3 2.93094 -2.33333 1.56337  -0.04
B1 0.33546 -2.92049 1.57947  -0.63
N3 -0.53684 -2.11598 2.57882  0.03
C4 -0.73190 -2.35834 3.88208  -0.03
C5 -1.24638 -1.21914 4.47340  -0.02
C6 -1.31402 -0.29850 3.43860  -0.12
N4 -0.89282 -0.83731 2.29022  -0.04
N5 -0.37272 -3.02368 0.20668  0.04
C7 -0.62090 -4.12272 -0.52202  -0.02
C8 -1.17359 -3.73370 -1.72638  -0.02
C9 -1.22576 -2.34657 -1.65107  -0.15
N6 -0.75160 -1.92833 -0.47721  -0.06
N7 0.57307 -4.32910 2.06809  -0.02
C10 1.59619 -5.20975 1.93048  -0.09
C11 1.17048 -6.43539 2.37076  -0.05
C12 -0.16334 -6.21887 2.75498  -0.14
N8 -0.52092 -4.96704 2.56259  0.06
H1 4.74720 -1.17326 1.09524  0.11
H2 2.88744 0.58521 0.14912  0.09
H3 3.26265 -3.24092 2.03753  0.11
H4 -0.50890 -3.32272 4.29528  0.12
H5 -1.52944 -1.08521 5.50050  0.10
H6 -1.64019 0.72432 3.46339  0.10
H7 -0.38937 -5.10011 -0.13796  0.13
H8 -1.47176 -4.36380 -2.54276  0.11
H9 -1.52901 -1.63136 -2.40008  0.08
H10 2.53607 -4.94501 1.47651  0.11
H11 1.73418 -7.34920 2.39755  0.10
H12 -0.87261 -6.92088 3.15843  0.11
C13 -5.00714 0.92323 -2.58136  0.00
N9 -3.85510 1.21411 -1.73716  -0.14
C14 -3.41548 2.60283 -1.68976  -0.01
C15 -3.19286 0.25041 -1.14329  -0.24
O1 -2.14426 0.44410 -0.48158  -0.23
H13 -5.79603 1.63950 -2.35932  0.10
H14 -5.36779 -0.08294 -2.38035  0.10
H15 -4.71984 1.01420 -3.62962  0.11
H16 -3.24536 2.94846 -2.70897  0.10
H17 -2.48881 2.66779 -1.12438  0.08
H18 -4.19648 3.20008 -1.21745  0.10
H19 -3.59194 -0.76162 -1.23545  0.16
C16 -3.33695 3.87188 3.45969  -0.15
C17 -3.79946 2.79895 2.49485  -0.17
N10 -2.68140 2.33754 1.67498  0.08
C18 -1.39660 2.81266 1.73376  -0.36
N11 -0.41810 2.06621 1.25516  -0.02
C19 0.92021 2.67064 1.22568  -0.23
C20 1.13769 3.61170 2.39528  -0.14
C21 0.07093 4.68414 2.34313  -0.13
N12 -1.24395 4.05823 2.24343  -0.03
C22 -2.40619 4.80347 2.70663  -0.13
H20 -2.79569 3.43207 4.30056  0.12
H21 -4.19501 4.41171 3.85807  0.12
H22 -4.57746 3.20373 1.83939  0.12
H23 -4.22654 1.94555 3.02705  0.12
H24 -2.74256 1.40422 1.33783  0.08
H25 1.07619 3.19377 0.27463  0.08
H26 1.65656 1.86490 1.26526  0.08
H27 2.12796 4.06257 2.34205  0.13
H28 1.06768 3.06017 3.33550  0.13
H29 0.23610 5.34196 1.48272  0.14
H30 0.07670 5.30490 3.24040  0.13
H31 -2.92986 5.26727 1.86234  0.13
H32 -2.04472 5.60784 3.34616  0.13
Cl1 1.94649 2.37637 -2.24865  0.19
Si1 0.71508 0.69941 -1.95182  -0.54
Cl2 1.88297 -0.85659 -2.75901  0.19
Cl3 -0.76074 0.96160 -3.47832  0.18